Molecular formula: H25O13
Method: DFT, ωB97M-V/def2-TZVPD

Computed properties:
Orbital gap: 9.1 eV
E_LUMO: 2.7 eV
HOMO energy: -6.42 eV

Structure (ORCA input):
```
! wB97M-V def2-TZVPD RIJCOSX def2/J DEFGRID3
* xyz -1 1
O 2.82160 -1.68678 -1.54899
H 0.45504 1.18608 3.98589
H 2.13894 3.58537 0.77343
O 0.17689 -0.00952 -2.94068
H -0.50682 -0.39409 -2.48946
H 0.97692 -0.20771 1.81494
O 2.93360 2.95938 0.71317
H 2.81412 2.46239 -0.03664
O -3.53894 1.12359 -1.82328
H -3.87032 0.15102 -1.66220
H -3.17889 1.46004 -1.03187
O -0.22842 -2.04716 -0.41852
H 3.67144 -1.54690 -1.76242
H 0.27632 -1.38483 0.28903
O -2.04081 1.95394 1.10033
H -1.48542 2.62704 0.72380
H -1.52715 1.19387 1.57192
O 0.24210 -0.15348 1.20229
H 1.03022 -3.00606 1.27941
H -0.93500 -1.64414 1.77193
O 0.16541 0.54062 4.58056
H -0.37416 -1.59732 -1.20247
H 0.91167 0.87247 0.28048
O -1.80729 -1.90533 2.14971
H 0.60714 0.55099 -2.35387
H -0.47939 3.60927 -1.66579
O -1.47167 -2.59886 -2.79614
H -0.93131 -3.20706 -2.74068
H -1.23244 -2.10697 -3.63310
O 1.56197 1.09764 -0.48647
H 1.66235 0.17458 -1.03089
H -2.00033 -2.67799 1.63428
O -0.20449 4.43393 -1.31886
H 0.10136 -2.46753 2.23803
H -0.58956 0.06646 4.21971
O 0.84124 -3.21605 2.13472
H 0.25263 4.24079 -0.44555
H 2.76142 -2.43171 -1.07575
*
```

***

Molecular formula: H26HeO13
Method: DFT, ωB97M-V/def2-TZVPD

Computed properties:
Orbital gap: 9.0 eV
E_LUMO: -0.5 eV
HOMO energy: -9.50 eV

Structure (ORCA input):
```
! wB97M-V def2-TZVPD RIJCOSX def2/J DEFGRID3
* xyz 0 1
He -0.03774 -0.24550 -0.26345
O -3.83774 0.20815 -0.16336
H -3.88201 -0.74186 -0.27168
H -3.95693 0.55626 -1.04701
O -1.28484 2.04974 -2.06345
H -0.90357 1.22230 -2.35707
H -0.69384 2.72083 -2.40487
O 2.47199 2.40562 0.08506
H 2.54750 1.84718 -0.68868
H 2.48067 3.29795 -0.26122
O 1.38376 -1.06962 2.77973
H 1.91344 -1.58678 3.38653
H 0.53338 -1.50888 2.76909
O 0.20771 -4.02079 -0.73826
H 0.83668 -3.33495 -0.51407
H -0.10153 -4.34822 0.10636
O 2.44355 -0.71944 -2.33760
H 2.46612 -1.20166 -1.51105
H 3.00594 0.04046 -2.18755
O -0.13482 -0.03739 -3.06462
H 0.29438 -0.16077 -3.91125
H 0.58249 -0.02890 -2.43088
O -2.68865 -0.90728 2.30967
H -2.70674 -0.68683 1.37838
H -3.39188 -0.38378 2.69391
O -2.05979 2.46733 0.52461
H -2.66776 1.73922 0.39629
H -1.57763 2.52558 -0.30023
O -0.39533 3.18392 2.83802
H -0.90951 2.75730 2.15256
H 0.37575 2.62633 2.94178
O 2.19920 -1.91023 0.11237
H 1.78856 -1.68859 0.94813
H 2.76750 -2.65363 0.31389
O -1.42332 -2.63123 -2.46268
H -1.04356 -1.75518 -2.53026
H -0.89313 -3.07207 -1.79876
O 2.06032 1.86407 2.86736
H 2.29228 2.24857 2.02203
H 1.93913 0.93278 2.68225
*
```

***

Molecular formula: H26KrO13
Method: DFT, ωB97M-V/def2-TZVPD

Computed properties:
Orbital gap: 10.0 eV
E_LUMO: -0.2 eV
HOMO energy: -10.19 eV

Structure (ORCA input):
```
! wB97M-V def2-TZVPD RIJCOSX def2/J DEFGRID3
* xyz 0 1
Kr -0.35767 -0.27451 -0.27984
O -2.86291 1.56370 1.42656
H -2.59169 2.18589 0.75161
H -3.51913 1.01481 0.99723
O 0.16418 2.55506 1.55645
H -0.68153 2.63673 1.11562
H -0.05757 2.41476 2.47698
O 3.52381 -0.31621 -1.67638
H 4.26097 0.10952 -1.23867
H 2.82154 0.33370 -1.65057
O -3.30882 0.19652 -2.89378
H -3.28371 -0.50481 -2.24283
H -3.77806 -0.18256 -3.63698
O 2.34055 0.54999 2.17677
H 2.37428 0.57235 3.13311
H 1.41384 0.66506 1.96656
O 2.60458 -2.24443 2.38930
H 2.78400 -2.32125 3.32640
H 2.56784 -1.30156 2.22849
O 2.36383 3.12488 -0.65251
H 2.04328 4.02251 -0.56452
H 1.94937 2.65032 0.06808
O 1.06746 -2.31513 -2.88102
H 1.08870 -1.42101 -2.53995
H 0.66588 -2.82961 -2.18082
O -0.05595 -3.65738 -0.63262
H 0.70356 -3.83324 -0.07723
H -0.31781 -4.51769 -0.96054
O -2.27058 -4.09481 1.08364
H -1.53063 -4.00645 0.48289
H -2.45347 -5.03419 1.10259
O -1.65278 3.08166 -0.71792
H -0.75852 3.15869 -1.05046
H -1.97632 3.98204 -0.68861
O -2.58103 0.11058 3.71536
H -1.87984 -0.53918 3.66643
H -2.57151 0.53884 2.85936
O 1.28583 0.96192 -3.14352
H 0.86141 1.75019 -2.80479
H 1.60459 1.21448 -4.01003
*
```

***

Molecular formula: H26O13
Method: DFT, ωB97M-V/def2-TZVPD

Computed properties:
Orbital gap: 9.9 eV
E_LUMO: -1.2 eV
HOMO energy: -11.07 eV

Structure (ORCA input):
```
! wB97M-V def2-TZVPD RIJCOSX def2/J DEFGRID3
* xyz 0 1
H 0.79784 0.70954 -0.04453
H -0.69846 0.92211 -0.30534
H 2.85159 0.66168 3.20369
H 2.43821 1.42777 4.52176
H 2.61776 -3.17853 -1.06818
H 1.49701 -2.99891 -0.23216
H -4.04060 1.27118 2.03370
H -2.95582 2.19311 1.46917
H 4.41661 -1.85872 0.38820
H 5.66710 -2.35544 -0.35748
H 4.84380 1.84404 -1.06384
H 5.87376 0.72936 -0.87667
H -4.74719 -0.93006 -3.69307
H -3.72131 0.00531 -2.94042
H 3.21364 3.63820 -1.80187
H 2.25915 4.67537 -1.23435
H -4.68978 -0.30595 0.68427
H -4.27426 -1.26473 -0.56489
H -2.24318 -2.92334 0.76545
H -1.79781 -2.72420 2.22772
H -3.85816 2.80808 -2.28719
H -3.39337 2.25262 -0.93244
H 2.22496 -1.74788 -3.82963
H 1.28811 -1.24798 -2.72530
H -0.60318 0.39367 2.48921
H -1.15430 0.96931 3.80159
O -0.02599 0.26511 -0.07982
O 3.00787 0.73630 4.10576
O 1.91974 -3.72376 -0.73381
O -3.87228 2.14404 1.78124
O 5.09518 -1.51222 -0.16238
O 5.62256 1.59778 -0.54292
O -4.25651 -0.85173 -2.91007
O 2.61670 4.27334 -2.05517
O -4.97517 -1.04044 0.13955
O -2.35613 -3.28588 1.64646
O -4.10970 2.67635 -1.42205
O 1.95394 -1.84805 -2.92070
O -0.84672 0.19846 3.45049
*
```

***

Molecular formula: H26O13
Method: DFT, ωB97M-V/def2-TZVPD

Computed properties:
Orbital gap: 10.7 eV
E_LUMO: -0.3 eV
HOMO energy: -10.98 eV

Structure (ORCA input):
```
! wB97M-V def2-TZVPD RIJCOSX def2/J DEFGRID3
* xyz 0 1
O 2.85606 -2.66493 -0.49244
H 3.45738 -3.35410 -0.21015
H 2.16480 -2.66353 0.16967
O 0.30880 2.99354 -0.49152
H 0.90730 3.71075 -0.70044
H -0.40884 3.41090 -0.01503
O 2.52576 1.43050 0.54110
H 1.90570 2.08771 0.22514
H 2.84421 0.99998 -0.25229
O -3.01931 -1.99259 -1.16203
H -2.68021 -2.19694 -2.03352
H -2.30845 -1.51572 -0.73367
O 1.07809 -2.64105 2.03426
H 1.15386 -1.74541 2.36337
H 0.37016 -2.60136 1.39123
O -0.44273 -3.00056 -0.22821
H 0.21016 -3.67730 -0.40706
H -1.22644 -3.29447 -0.69258
O 1.31191 0.12066 2.61720
H 1.73571 0.53525 3.36869
H 1.74400 0.50629 1.85508
O -2.45912 2.10545 -0.30793
H -1.83381 1.43003 -0.04522
H -2.94537 1.71328 -1.03319
O 1.77536 0.69413 -3.48481
H 0.90981 1.10008 -3.43732
H 2.20790 1.13599 -4.21550
O -1.28433 1.84447 2.73717
H -0.67606 1.23673 2.31659
H -0.82719 2.68542 2.72935
O -0.45716 -0.08907 -0.22098
H 0.34001 0.18899 -0.67201
H -0.25529 -0.96640 0.10424
O -2.57855 -1.98872 2.61585
H -3.22462 -1.28321 2.64873
H -2.22406 -1.94831 1.72763
O -0.44923 2.27563 -3.09798
H -0.34687 2.26996 -2.14628
H -0.15936 3.14783 -3.36533
*
```

***

Molecular formula: H26O13
Method: DFT, ωB97M-V/def2-TZVPD

Computed properties:
Orbital gap: 9.0 eV
E_LUMO: -0.7 eV
HOMO energy: -9.67 eV

Structure (ORCA input):
```
! wB97M-V def2-TZVPD RIJCOSX def2/J DEFGRID3
* xyz 0 1
O -0.21538 -0.13479 0.22173
H -0.09317 -0.73225 -0.51607
H 0.26640 0.65430 -0.02611
O -1.76452 1.32744 1.00135
H -1.34439 0.46807 0.96662
H -2.07210 1.40789 1.90420
O -2.29180 -0.53113 -0.69979
H -2.08182 -0.30817 -1.60667
H -1.53921 -0.22117 -0.19603
O 0.78744 3.18952 0.93362
H 0.37853 2.32408 0.94005
H 1.30078 3.21840 1.74102
O -1.54256 -2.90497 -0.22144
H -1.80092 -2.59325 -1.08880
H -1.46588 -2.11005 0.30625
O -1.41773 -1.54650 1.52852
H -0.48760 -1.64131 1.32332
H -1.43213 -1.13346 2.39190
O 2.16888 -0.82595 0.10157
H 2.95675 -0.90278 0.63971
H 1.44514 -0.92386 0.72032
O -0.28665 0.98388 -2.63615
H -0.85789 1.53685 -2.10310
H 0.54850 0.98034 -2.16844
O 0.31243 -1.10927 -1.47696
H 0.48839 -2.04778 -1.54372
H -0.11815 -0.88652 -2.30231
O 0.58869 -2.03593 1.28825
H 1.38864 -2.49756 1.53967
H 0.37341 -2.38288 0.42251
O -0.34104 2.41126 -0.98716
H 0.26123 2.86606 -0.39838
H -0.78612 3.11218 -1.46345
O 0.71960 1.36711 1.84952
H -0.02813 1.25871 2.43721
H 1.33545 0.68462 2.11630
O 2.43006 0.21076 -1.72095
H 2.06212 -0.06380 -0.88103
H 2.15470 -0.46812 -2.33701
*
```